1.
Entry from OMol25: C30H84AlCl2N13O13P4 as an isolated structure (ωB97M-V/def2-TZVPD).

The highest occupied orbital energy comes out at -7.9 eV.

ORCA input file:
```
! wB97M-V def2-TZVPD RIJCOSX def2/J DEFGRID3
* xyz 0 1
Al -0.95269 0.91819 2.40373
Cl -2.38306 3.83803 2.24862
O -3.59440 3.57998 1.56876
O -2.82029 3.86666 3.64229
O -1.40562 2.75620 2.08475
O -1.70279 4.97135 1.75452
Cl -3.31899 0.88717 -0.48288
O -3.53464 -0.16423 -1.48913
O -1.94762 0.72139 0.05303
O -3.54614 2.20355 -1.05984
O -4.37578 0.76575 0.57113
C 2.38488 1.28788 -0.11094
C 0.92659 1.38974 0.16905
O 0.64799 0.87884 1.49826
H 2.75532 0.26148 -0.22513
H 2.99103 1.63157 0.69513
H 2.71294 1.87932 -0.95122
H 0.33743 0.89168 -0.55564
H 0.69605 2.53084 0.20520
C -5.70258 1.49004 5.68429
C -5.88172 1.80320 4.18538
C -5.50251 0.71048 3.18597
C -4.02929 0.64437 3.20664
N -2.88136 0.52106 3.40893
H -5.48302 0.40292 5.83333
H -6.62014 1.64099 6.26682
H -4.79351 2.02617 5.99279
H -5.28710 2.67016 3.96407
H -6.94813 2.05553 3.99391
H -5.86089 0.93654 2.17477
H -5.71921 -0.32890 3.35529
O -0.31414 0.88791 4.06116
P 0.21740 1.24051 5.40885
N -0.63059 0.99919 6.86709
C -1.85257 1.83653 7.05158
C -0.80068 -0.28216 7.51327
N 0.59707 2.81238 5.50180
C 1.48848 3.28663 4.47092
C 0.65923 3.86584 6.55304
N 1.60308 0.26428 5.59362
C 2.39059 0.53866 6.77554
C 2.48406 -0.20416 4.51095
H -2.17822 2.18634 6.05880
H -1.60762 2.66709 7.69917
H -2.64743 1.16849 7.39616
H -0.85869 -0.12106 8.62829
H 0.05003 -0.98437 7.33001
H -1.75067 -0.70897 7.24940
H 1.52440 2.49437 3.67008
H 1.19690 4.22745 4.01092
H 2.46991 3.45668 4.93825
H -0.06332 3.68704 7.31769
H 1.67178 3.94380 6.89313
H 0.41534 4.74444 5.98701
H 1.72253 0.98562 7.48005
H 2.66936 -0.41574 7.22646
H 3.25544 1.15787 6.46582
H 2.79608 -1.19549 4.74759
H 3.40593 0.39592 4.60872
H 2.00843 -0.19192 3.54346
O -1.25431 -1.04636 1.78506
P -0.95274 -2.45907 1.60602
N 0.65090 -2.73536 1.53302
C 1.63213 -2.15821 0.66961
C 1.26100 -3.67595 2.42572
N -1.58286 -3.19807 0.26414
C -3.07170 -3.11222 0.20925
C -0.80673 -3.72372 -0.85872
N -1.53054 -3.29275 2.95092
C -1.66591 -4.78663 2.95585
C -1.63970 -2.53580 4.16148
H 1.19528 -1.48214 0.00257
H 2.15029 -2.95213 0.11220
H 2.18034 -1.38670 1.14502
H 0.54617 -3.90391 3.25215
H 2.12495 -3.24810 2.98036
H 1.52382 -4.58479 1.92772
H -3.55264 -4.05101 0.64818
H -3.53706 -2.31731 0.80670
H -3.41399 -3.13659 -0.87512
H -0.25634 -4.65954 -0.69482
H -1.59865 -3.87111 -1.62431
H -0.02787 -3.05376 -1.22333
H -1.65838 -5.13753 1.94605
H -0.88805 -5.37085 3.42940
H -2.67170 -5.07464 3.39360
H -0.69915 -2.30599 4.62123
H -2.34729 -2.95070 4.92559
H -1.95931 -1.49976 3.93516
O 3.58234 -4.72415 -2.57473
P 3.22625 -4.79607 -4.02427
N 3.57893 -3.40635 -4.78090
C 3.10461 -2.19196 -4.25790
C 3.71472 -3.43874 -6.23224
N 1.64225 -5.30260 -4.40210
C 0.53135 -4.42153 -4.82185
C 1.11174 -6.41670 -3.58250
N 4.03879 -6.04454 -4.75085
C 5.49224 -5.96877 -4.62478
C 3.48310 -6.86104 -5.85665
H 2.09949 -1.88516 -4.59358
H 3.79355 -1.34996 -4.42723
H 3.06409 -2.38319 -3.16170
H 4.31759 -4.29772 -6.61937
H 4.36092 -2.56126 -6.39038
H 2.78184 -3.34482 -6.86009
H -0.21764 -5.02994 -5.38168
H 0.04686 -3.90505 -3.97776
H 0.89759 -3.79544 -5.61469
H 1.84985 -6.68489 -2.88677
H 0.20040 -6.28724 -3.03305
H 0.99612 -7.28618 -4.22736
H 5.96998 -6.86088 -5.01356
H 5.91350 -5.24450 -5.31924
H 5.78581 -5.67489 -3.62407
H 3.11810 -6.27171 -6.68481
H 2.66766 -7.49334 -5.49243
H 4.25565 -7.54466 -6.24348
O 1.91325 3.89931 -4.81793
P 0.63287 4.56709 -5.01416
N -0.28342 3.78617 -6.04770
C -1.59388 3.18286 -5.69804
C 0.36223 3.36254 -7.28636
N 0.82748 6.07020 -5.75543
C -0.21004 6.58231 -6.50064
C 1.75853 6.92795 -5.06583
N -0.22472 4.78939 -3.56429
C 0.04184 3.93828 -2.41655
C -1.22834 5.77337 -3.32532
H -2.23295 3.59433 -4.90242
H -1.46069 2.11382 -5.39860
H -2.27760 3.05034 -6.55351
H 1.34616 3.74933 -7.21328
H -0.26936 3.69429 -8.12959
H 0.38926 2.22095 -7.21541
H -0.50791 5.96961 -7.32696
H -1.12291 6.81778 -5.93066
H 0.06915 7.52222 -6.99573
H 2.27473 6.38839 -4.33096
H 2.38584 7.41571 -5.79688
H 1.16424 7.76953 -4.57253
H -0.21522 4.53220 -1.45773
H -0.71418 3.16782 -2.40315
H 1.07867 3.63675 -2.44234
H -2.23391 5.36345 -3.27791
H -1.33648 6.63773 -3.97561
H -0.97314 6.24913 -2.36576
*
```

=====

2.
Entry from OMol25: a 9-piece molecular cluster, C30H84N6O9 overall (ωB97M-V/def2-TZVPD).

The highest occupied orbital energy comes out at -9.0 eV. The calculation puts the energy relative to the best compared isomer or geometry (same formula, charge and spin) at 26.24 kJ/mol.

ORCA input file:
```
! wB97M-V def2-TZVPD RIJCOSX def2/J DEFGRID3
* xyz 0 1
C 1.84420 3.53980 -2.08223
O 0.79867 3.93687 -2.92638
C 1.19389 3.96441 -4.25709
C 0.00775 4.18520 -5.14956
C -1.01253 3.06428 -5.02084
N 0.50289 4.22599 -6.55094
H 2.71699 4.19316 -2.25075
H 2.19149 2.52771 -2.33063
H 1.49712 3.64559 -1.06010
H 1.87398 4.82615 -4.39017
H 1.72910 3.05502 -4.56182
H -0.46642 5.15052 -4.92903
H -1.39878 3.05325 -4.00010
H -0.56709 2.09569 -5.25199
H -1.86531 3.21727 -5.68592
H -0.25606 4.41752 -7.19493
H 1.12211 5.03218 -6.63826
C 0.16461 -0.26313 4.29699
O 0.63488 0.35394 3.12208
C 1.00832 -0.59157 2.14049
C 1.33447 0.11654 0.85639
C 0.24439 1.06980 0.37345
N 1.53343 -0.92793 -0.20459
H -0.12468 0.53188 4.98174
H 0.89987 -0.88112 4.83432
H -0.69592 -0.89429 4.02369
H 1.89006 -1.13678 2.52335
H 0.18018 -1.31315 2.02885
H 2.28297 0.66428 0.97378
H 0.23990 1.94697 1.02756
H -0.75023 0.62730 0.36875
H 0.46660 1.41308 -0.63806
H 2.15061 -1.63007 0.20915
H 2.06921 -0.50166 -0.97853
C -1.99348 -4.30728 1.94678
O -1.41123 -4.76510 0.75203
C -0.91796 -3.72548 -0.07194
C -1.93427 -2.65110 -0.43671
C -2.99227 -3.24460 -1.33932
N -1.22657 -1.61039 -1.23032
H -3.01081 -3.93723 1.76855
H -1.39090 -3.52472 2.42646
H -2.09063 -5.16691 2.61087
H -0.04228 -3.25650 0.39977
H -0.59332 -4.21842 -0.98929
H -2.40800 -2.17318 0.41909
H -2.58985 -3.67094 -2.26608
H -3.77676 -2.53326 -1.59642
H -3.47279 -4.13003 -0.89906
H -0.79960 -2.08719 -2.02915
H -0.38120 -1.33087 -0.69586
C -2.16833 3.27969 -0.21932
O -2.54142 4.60395 0.08310
C -1.49744 5.31666 0.67961
C -2.02545 6.65436 1.10562
C -2.23729 7.58407 -0.08556
N -1.09999 7.23210 2.10412
H -2.96990 2.81410 -0.78684
H -2.08517 2.68190 0.70247
H -1.20436 3.21588 -0.73491
H -1.05304 4.75644 1.51178
H -0.70404 5.47098 -0.07655
H -2.93679 6.46875 1.68003
H -2.95316 7.14239 -0.78799
H -1.31059 7.69440 -0.65393
H -2.61800 8.54796 0.24726
H -0.20438 7.44423 1.66577
H -1.43047 8.13100 2.43673
C 4.34661 0.75626 -1.88453
O 3.32301 -0.15478 -2.19653
C 3.50896 -0.77422 -3.43706
C 2.18347 -1.37191 -3.89966
C 1.11380 -0.30084 -4.02854
N 1.66677 -2.37087 -2.92482
H 4.16603 1.12956 -0.87896
H 4.46705 1.54416 -2.63309
H 5.31128 0.22524 -1.84211
H 3.73764 0.02818 -4.15727
H 4.31214 -1.51536 -3.44748
H 2.32420 -1.89183 -4.84861
H 1.35059 0.41888 -4.81563
H 0.99326 0.21422 -3.07183
H 0.14627 -0.74269 -4.26489
H 2.33487 -3.13270 -2.81723
H 1.64362 -1.93849 -1.99952
C 1.92014 -4.86772 2.06593
O 2.02162 -5.43240 3.35977
C 0.81063 -5.44966 4.06140
C 0.46544 -4.10872 4.68165
C 1.50767 -3.66464 5.69150
N -0.84862 -4.23050 5.33883
H 1.82409 -3.77786 2.13012
H 1.13446 -5.32266 1.45706
H 2.88277 -5.05702 1.59088
H -0.04259 -5.77218 3.44139
H 0.86962 -6.21780 4.83629
H 0.41689 -3.32363 3.90398
H 2.51636 -3.67387 5.28868
H 1.44857 -4.33286 6.56049
H 1.28371 -2.67878 6.11199
H -1.05497 -3.36633 5.83759
H -1.60784 -4.29335 4.66601
C -4.00567 -0.15578 2.59873
C -4.00056 -0.28791 4.10954
O -5.15757 -0.97154 4.57266
H -4.87779 0.41053 2.27837
H -3.99059 -1.16029 2.17427
H -3.11187 0.36048 2.23730
H -3.96818 0.70312 4.58158
H -3.11059 -0.81075 4.45677
H -5.90963 -0.38403 4.45995
C -3.53301 0.28219 -3.97492
C -2.80115 0.98693 -2.84272
O -3.15398 0.43285 -1.59779
H -3.22673 0.62482 -4.96316
H -4.61040 0.41465 -3.85327
H -3.36785 -0.79179 -3.85230
H -3.04432 2.05668 -2.81464
H -1.71393 0.96792 -3.00572
H -2.43867 -0.20746 -1.36909
C 4.80113 -2.70465 2.68870
C 4.70828 -2.03358 1.33508
O 3.86589 -2.78268 0.41208
H 5.44102 -3.58504 2.65681
H 3.81051 -3.03704 3.00245
H 5.15835 -1.99488 3.43652
H 5.69261 -1.93979 0.86551
H 4.25751 -1.03857 1.36283
H 4.44071 -3.32756 -0.13087
*
```